Density functional theory data (wB97M-V/def2-TZVPD) for a 2-piece molecular cluster, C3H5O3S overall at a distorted geometry.

Properties
LUMO energy (spin up / spin down)	3.55 / 3.55	eV
net charge	-1

Geometry as XYZ:
```
12
Properties=species:S:1:pos:R:3:forces:R:3:mulliken_charge:R:1
C 0.597449 1.289427 -1.383601 1.50 -5.15 0.99 -0.763
C 0.049047 0.281216 -0.688398 1.42 1.51 -1.23 -0.396
C 0.770896 -0.796717 0.008196 -0.11 0.40 0.35 0.217
O -1.451097 -0.777921 1.638573 1.09 0.69 0.39 -0.644
O -1.279946 -2.464501 -0.037520 0.29 -0.55 -0.39 -0.582
O 1.949883 -1.048330 -0.016692 -0.82 -0.15 -0.10 -0.451
S -0.460332 -1.875332 1.037345 -0.22 -0.06 -0.34 0.353
H 0.117091 2.135497 -1.521836 -2.41 3.80 -0.98 0.421
H 1.572920 1.170685 -1.715248 1.96 0.26 -0.39 0.268
H -0.946994 0.477220 -0.524160 -2.10 -0.51 1.09 0.530
H -0.023609 1.506080 1.459730 -0.42 -0.77 0.67 0.139
H -0.895307 0.102675 1.743610 -0.18 0.53 -0.08 -0.092
```
Positions in Å, forces in eV/Å.


Density functional theory data (wB97M-V/def2-TZVPD) for a 2-piece molecular cluster, C5H13N3O2 overall at a distorted geometry.

Properties
LUMO energy	0.78	eV
net charge	0

Geometry as XYZ:
```
23
Properties=species:S:1:pos:R:3:forces:R:3:mulliken_charge:R:1
H -1.745813 1.494324 2.079361 0.26 -0.28 0.47 0.237
N -1.850995 0.700157 1.464045 -0.72 0.59 -1.23 -0.688
C -0.888764 -0.112353 1.403546 0.53 -0.25 1.09 0.397
N 0.121941 -0.182016 2.375869 0.01 -0.36 -0.07 -0.449
N -0.713189 -1.051100 0.388133 -0.01 0.21 -0.19 -0.201
C -1.314347 -0.812026 -0.904498 -1.78 0.51 -0.89 -0.542
C -2.696937 -1.482377 -1.050545 0.64 -0.36 1.27 -1.224
H 0.852097 -0.843824 2.157011 -0.02 0.02 -0.04 0.232
H -0.214544 -0.295626 3.317762 -0.04 0.25 0.10 0.222
H -0.898558 -1.985681 0.729891 0.35 -0.08 -0.03 0.279
H -0.622357 -0.963391 -1.713491 0.27 -0.76 -0.12 0.502
H -1.584810 0.236094 -1.034055 0.54 0.19 0.50 0.307
H -3.119607 -1.531641 -2.048484 0.07 0.27 -0.09 0.372
H -3.303012 -0.907038 -0.347102 -0.50 -0.11 -0.36 0.315
H -2.675111 -2.494998 -0.631303 0.02 -0.14 -0.27 0.278
C 3.186445 0.314455 -1.191616 1.08 -0.84 -2.12 -1.105
C 1.826515 0.805487 -0.975784 -1.67 0.83 1.37 0.810
O 0.877130 0.645196 -1.702853 0.88 -0.04 -0.54 -0.577
O 1.652885 1.524470 0.160691 0.46 -0.04 -0.12 -0.469
H 3.931846 0.125854 -0.437675 -0.44 0.31 0.86 0.339
H 3.652988 0.988189 -1.919887 -0.03 0.19 0.17 0.295
H 3.087600 -0.597055 -1.787832 -0.04 -0.07 0.18 0.321
H 0.719410 1.797039 0.157592 0.11 -0.06 0.07 0.351
```
Positions in Å, forces in eV/Å.


Density functional theory data (wB97M-V/def2-TZVPD) for one molecule with the formula C2H2ClNO2 at a distorted geometry.

Properties
LUMO energy	0.16	eV
net charge	0

Geometry as XYZ:
```
8
Properties=species:S:1:pos:R:3:forces:R:3:mulliken_charge:R:1
O -2.161881 -1.231794 0.286389 2.46 -0.24 -0.74 -0.397
C -0.958167 -1.144931 0.370792 -2.27 0.91 0.15 0.106
O -0.089869 -1.091459 -0.738211 -1.67 -2.12 1.04 -0.139
N 0.655750 -0.042184 -1.027357 -0.25 1.24 -1.14 -0.191
C 0.816157 1.045848 -0.438606 1.03 0.11 1.35 0.020
Cl 0.941156 1.736700 1.182194 -1.15 -0.85 0.44 -0.152
H -0.514577 -1.047430 1.344756 0.92 0.00 0.46 0.401
H 1.311431 1.775250 -0.979958 0.93 0.94 -1.55 0.353
```
Positions in Å, forces in eV/Å.


Density functional theory data (wB97M-V/def2-TZVPD) for one molecule with the formula C18H21N3O2.

Properties
LUMO energy	0.70	eV
net charge	0

Geometry as XYZ:
```
44
Properties=species:S:1:pos:R:3:forces:R:3:mulliken_charge:R:1
C -2.428571 -8.160861 -1.284213 0.01 0.16 -0.21 -1.478
C -2.213233 -6.912251 -2.129820 -0.05 -0.16 0.05 -0.022
C -1.753266 -5.690282 -1.377308 0.00 0.01 -0.11 0.293
C -1.410598 -4.551040 -2.100407 -0.02 -0.10 0.24 -1.056
C -0.990020 -3.391935 -1.480200 0.05 0.17 -0.12 -0.499
C -0.900063 -3.347932 -0.092885 -0.12 -0.23 -0.18 0.996
N -0.490926 -2.207527 0.610981 -0.05 -0.03 0.41 -0.090
C -0.085082 -1.005434 0.115122 0.20 0.32 0.34 0.570
O -0.014181 -0.683194 -1.052939 -0.06 -0.02 -0.30 -0.716
N 0.357299 -0.146572 1.113005 0.07 0.37 0.43 -0.545
N 0.571983 1.184014 0.721394 0.00 -0.58 -0.47 0.002
C 0.080966 2.178007 1.502677 0.05 -0.01 -0.31 0.514
O -0.403421 1.934679 2.592322 -0.14 0.00 0.30 -0.698
C 0.314677 3.564606 0.954161 0.11 -0.10 0.25 -0.510
C 1.717116 4.049535 1.364152 -0.17 0.08 -0.10 -1.018
C 1.944619 5.450506 0.871790 0.10 -0.05 0.05 0.546
C 1.499592 6.537148 1.614116 0.02 -0.03 -0.02 -0.379
C 1.675081 7.827841 1.148871 -0.05 0.08 0.03 -0.557
C 2.297119 8.048362 -0.068367 0.02 0.09 -0.04 -0.414
C 2.741978 6.972008 -0.816275 0.03 0.04 -0.09 -0.560
C 2.564312 5.681587 -0.349076 -0.01 -0.01 0.04 -0.303
C -1.238456 -4.479316 0.641267 0.07 0.20 0.00 -0.985
C -1.659258 -5.633174 0.005977 0.00 0.01 -0.13 -0.353
H -1.515274 -8.435496 -0.761191 0.05 -0.07 0.10 0.368
H -2.717264 -8.991995 -1.924053 -0.03 -0.09 0.02 0.372
H -3.220282 -8.006467 -0.554772 -0.05 -0.04 0.12 0.335
H -1.474714 -7.131600 -2.906655 -0.08 0.02 -0.03 0.331
H -3.148130 -6.664650 -2.642976 0.06 -0.03 -0.06 0.282
H -1.476038 -4.573075 -3.178928 0.00 0.01 -0.12 0.359
H -0.729828 -2.523094 -2.060295 0.01 0.03 -0.02 0.492
H -0.460017 -2.320520 1.614524 0.05 0.07 -0.17 0.184
H -0.054945 -0.154727 2.043189 0.00 -0.01 -0.21 0.347
H 0.731796 1.263393 -0.276257 -0.07 0.08 0.20 0.323
H 0.224256 3.571032 -0.132759 -0.02 0.04 -0.04 0.287
H -0.434839 4.233116 1.378908 -0.03 -0.09 -0.06 0.385
H 2.466753 3.375425 0.945333 0.02 0.01 0.07 0.385
H 1.792485 4.016773 2.452591 0.04 -0.05 -0.01 0.352
H 1.015334 6.367979 2.565352 -0.05 -0.02 0.12 0.382
H 1.326059 8.663979 1.737069 -0.02 0.06 0.05 0.370
H 2.435885 9.055777 -0.431924 0.01 0.08 -0.03 0.371
H 3.230137 7.137744 -1.765605 0.04 0.01 -0.07 0.371
H 2.916433 4.844617 -0.935724 0.05 -0.10 -0.05 0.347
H -1.172010 -4.456978 1.720712 0.00 0.00 0.11 0.287
H -1.913464 -6.490011 0.609118 -0.03 -0.12 0.05 0.331
```
Positions in Å, forces in eV/Å.


Density functional theory data (wB97M-V/def2-TZVPD) for a 2-piece molecular cluster, C5H14N2O overall at a distorted geometry.

Properties
LUMO energy	0.91	eV
net charge	0

Geometry as XYZ:
```
22
Properties=species:S:1:pos:R:3:forces:R:3:mulliken_charge:R:1
C -1.892415 1.913717 1.347653 -0.03 -0.31 0.32 -1.263
C -0.803204 1.197283 0.597010 0.63 -1.45 2.17 0.875
N -0.794465 1.460451 -0.756628 1.26 0.89 -2.36 -0.564
C 0.482140 0.898406 1.289155 0.10 -0.45 -2.10 -0.887
C -0.199653 -0.440528 1.062144 -2.81 1.40 1.29 -1.044
H -1.678821 2.985164 1.391062 0.09 0.01 -0.10 0.281
H -1.961486 1.547248 2.368923 -0.16 -0.03 0.12 0.339
H -2.852559 1.805070 0.843269 -0.01 -0.12 0.08 0.349
H -1.125683 0.811319 -1.457793 -0.46 -0.33 0.69 0.271
H 0.114231 1.741550 -1.157096 -0.52 -0.22 0.75 0.266
H 0.547646 1.217940 2.323043 0.10 -0.30 -0.03 0.321
H 1.386053 1.005979 0.686410 0.08 0.56 0.31 0.324
H -0.689306 -1.006660 0.279483 1.43 0.28 -0.98 0.425
H -0.605838 -0.894806 1.962044 -0.11 0.44 0.34 0.337
N 1.285729 -2.759677 -1.154255 -0.11 -1.39 -0.24 -0.602
C 1.645118 -1.378344 -1.285401 -1.43 2.10 2.30 -0.129
O 0.783287 -0.556437 -2.106815 -0.12 -1.33 0.08 -0.438
H 0.323486 -3.060891 -1.241837 -0.13 0.65 0.01 0.231
H 1.615829 -3.107844 -0.258122 -0.04 0.05 -0.25 0.234
H 2.612969 -1.375036 -1.805086 0.20 0.50 1.01 0.234
H 1.406592 -0.873134 -0.143759 1.86 -1.06 -3.27 0.178
H 0.400350 -1.130771 -2.783403 0.18 0.12 -0.12 0.261
```
Positions in Å, forces in eV/Å.


Density functional theory data (wB97M-V/def2-TZVPD) for a 2-piece molecular cluster, C2H7S overall at a distorted geometry.

Properties
LUMO energy	2.65	eV
net charge	-1

Geometry as XYZ:
```
10
Properties=species:S:1:pos:R:3:forces:R:3:mulliken_charge:R:1
C 4.820216 3.328611 -0.545771 -2.08 0.58 -2.78 -0.954
H 4.397470 4.346062 -0.849995 1.73 -0.94 0.54 0.213
H 3.962530 2.948228 -0.045532 -0.57 -0.96 0.48 0.258
H 5.673453 3.131144 0.010782 1.57 0.88 1.43 0.257
H 5.022802 2.728632 -1.460583 -0.65 0.44 0.32 0.226
C -4.992104 -3.366581 0.474030 1.71 2.20 0.54 -0.647
S -3.379113 -3.011594 1.391380 0.35 0.49 -0.32 -0.811
H -4.698382 -3.802295 -0.447496 -0.18 -1.49 -0.48 0.161
H -5.336586 -3.876310 1.348795 -1.65 -0.75 -0.68 0.142
H -5.470289 -2.425893 0.124394 -0.23 -0.45 0.94 0.155
```
Positions in Å, forces in eV/Å.


- What is the net charge in the fifth record?
  0


What did the third record say?
Density functional theory data (wB97M-V/def2-TZVPD) for one molecule with the formula C2H2ClNO2 at a distorted geometry.

Properties
LUMO energy	0.16	eV
net charge	0

Geometry as XYZ:
```
8
Properties=species:S:1:pos:R:3:forces:R:3:mulliken_charge:R:1
O -2.161881 -1.231794 0.286389 2.46 -0.24 -0.74 -0.397
C -0.958167 -1.144931 0.370792 -2.27 0.91 0.15 0.106
O -0.089869 -1.091459 -0.738211 -1.67 -2.12 1.04 -0.139
N 0.655750 -0.042184 -1.027357 -0.25 1.24 -1.14 -0.191
C 0.816157 1.045848 -0.438606 1.03 0.11 1.35 0.020
Cl 0.941156 1.736700 1.182194 -1.15 -0.85 0.44 -0.152
H -0.514577 -1.047430 1.344756 0.92 0.00 0.46 0.401
H 1.311431 1.775250 -0.979958 0.93 0.94 -1.55 0.353
```
Positions in Å, forces in eV/Å.